# 1
The following is a quantum chemistry calculation of C33H26N2PRh as an isolated structure, from OMol25.

Atoms and positions in Å:
Rh -0.305 -0.058 0.338
N -1.097 -2.159 0.170
C -0.336 -2.898 -0.825
C -0.918 -3.934 -1.536
C -0.159 -4.664 -2.442
C 1.186 -4.379 -2.635
C 1.770 -3.332 -1.940
C 1.007 -2.572 -1.056
P 1.633 -1.106 -0.236
C 1.136 0.384 -1.134
C 0.015 0.305 -1.944
C -0.794 1.533 -2.301
C -0.271 2.798 -1.684
C 0.564 2.754 -0.650
C 1.115 1.477 -0.164
C 3.389 -1.113 0.043
C 3.930 -1.938 1.033
C 5.300 -1.973 1.217
C 6.126 -1.185 0.424
C 5.588 -0.363 -0.558
C 4.218 -0.323 -0.756
H -0.863 -2.507 1.098
H -2.090 -2.335 0.054
H -1.956 -4.195 -1.364
H -0.621 -5.477 -2.985
H 1.773 -4.964 -3.328
H 2.815 -3.090 -2.091
H -0.147 -0.585 -2.545
H -0.813 1.627 -3.390
H -0.623 3.741 -2.084
H 0.900 3.669 -0.178
H 1.931 1.543 0.545
H 3.285 -2.550 1.653
H 5.727 -2.611 1.979
H 7.197 -1.214 0.571
H 6.238 0.244 -1.173
H 3.798 0.310 -1.527
C -0.028 -0.547 4.650
C -0.896 0.445 5.105
C -1.575 1.222 4.196
C -1.384 1.011 2.818
C -0.484 0.025 2.347
C 0.177 -0.753 3.290
C -2.121 1.720 1.816
C -3.026 2.776 2.082
C -3.722 3.333 1.061
C -3.534 2.850 -0.262
C -4.242 3.373 -1.336
C -4.094 2.902 -2.660
C -3.202 1.918 -2.904
C -2.328 1.328 -1.869
C -2.589 1.813 -0.477
N -1.911 1.290 0.534
H 0.501 -1.162 5.367
H -1.040 0.597 6.165
H -2.261 1.976 4.557
H 0.881 -1.516 2.981
H -3.154 3.129 3.093
H -4.424 4.138 1.240
H -4.946 4.174 -1.141
H -4.693 3.325 -3.454
H -3.078 1.534 -3.910
H -2.477 0.240 -1.887

E_LUMO (spin up / spin down): -7.95 / -7.95 eV
gap between HOMO and LUMO (spin up / spin down): 5.70 / 5.70 eV
charge: +2
multiplicity: 1



# 2
The following is a quantum chemistry calculation of C2H2Br2S2 as an isolated structure at a distorted geometry, from OMol25.

Atoms and positions in Å:
C -0.738 -0.531 -0.054
C 0.197 0.486 -0.102
S -0.574 -2.245 0.112
S 0.045 2.172 0.189
Br -2.744 -0.157 0.099
Br 2.057 -0.081 0.090
H 0.712 -2.042 0.351
H 1.046 2.398 -0.686

E_LUMO: -0.23 eV
gap between HOMO and LUMO: 8.43 eV
multiplicity: 1



Calculated calculated total energy (hartree), listed in the same order as above: -1833.99192 -6021.75719
Calculated relative energy (zero: lowest compared OMol25 entry of this formula, charge and spin) (kcal/mol), listed in the same order as above: 59.9 21.3